[1]
60
Properties=species:S:1:pos:R:3:forces:R:3 method="wB97M-V/def2-TZVPD" fmax_ev_per_a=0.1 spin_multiplicity=3 homo_energy_ev="-11.7 / -11.7" total_energy_ha=-2456.6916 homo_lumo_gap_ev="7.90 / 5.24" e_above_lowest_kcal_mol=0.0 mol_weight_g_mol=763.5 total_charge=+1
Au 0.2461 -0.5012 0.7830 0.1 0.0 0.0
O -3.9476 0.3877 -5.8869 0.0 0.0 0.0
C -4.1094 -0.7905 -5.2665 0.0 0.0 0.0
O -4.9853 -1.5504 -5.5619 0.0 0.0 0.0
C -3.1079 -1.1136 -4.1921 0.0 0.0 0.0
C -1.7447 -0.9442 -4.3943 0.0 0.0 0.0
C -0.8429 -1.2930 -3.3978 0.0 0.0 0.0
C -1.3197 -1.7773 -2.1846 0.0 0.0 0.0
C -2.6867 -1.9183 -1.9653 0.0 0.0 0.0
C -3.5738 -1.6222 -2.9842 0.0 0.0 0.0
N -0.4317 -2.0755 -1.1237 0.0 0.0 0.0
C 0.5342 -2.8678 -1.3004 0.0 0.0 0.0
C 1.5098 -3.1213 -0.2181 0.0 0.0 0.0
C 2.4235 -4.1540 -0.3292 0.0 0.0 0.0
C 3.3258 -4.3755 0.7015 0.0 0.0 0.0
C 3.2920 -3.5519 1.8117 0.0 0.0 0.0
C 2.3567 -2.5306 1.8526 0.0 0.0 0.0
N 1.4899 -2.3317 0.8650 0.0 0.0 0.0
H -3.4145 0.9914 -5.3414 0.0 0.0 0.0
H -1.3819 -0.5505 -5.3363 0.0 0.0 0.0
H 0.2232 -1.1640 -3.5428 0.0 0.0 0.0
H -3.0384 -2.2906 -1.0113 0.0 0.0 0.0
H -4.6372 -1.7740 -2.8545 0.0 0.0 0.0
H 0.6873 -3.4097 -2.2362 0.0 0.0 0.0
H 2.4216 -4.7745 -1.2152 0.0 0.0 0.0
H 4.0471 -5.1783 0.6333 0.0 0.0 0.0
H 3.9809 -3.6804 2.6338 0.0 0.0 0.0
H 2.3066 -1.8454 2.6886 0.0 0.0 0.0
F -0.6280 2.7104 -5.0317 0.0 0.0 0.0
C -0.6211 2.4866 -3.7237 0.0 0.0 0.0
C 0.4820 2.6454 -2.9893 0.0 0.0 0.0
N 0.4925 2.4013 -1.6288 0.0 0.0 0.0
C 1.7343 2.5216 -0.8639 0.0 0.0 0.0
C 2.1299 1.2017 -0.1947 0.0 0.0 0.0
O 2.8424 1.2367 0.7899 0.0 0.0 0.0
O 1.5936 0.1431 -0.7326 0.0 0.0 0.0
C -0.6117 1.9265 -0.9974 0.0 0.0 0.0
O -0.6240 1.6248 0.2109 0.0 0.0 0.0
N -1.7376 1.8079 -1.7577 0.0 0.0 0.0
C -1.8732 2.0626 -3.1222 0.0 0.0 0.0
O -2.9292 1.9169 -3.6904 0.0 0.0 0.0
H 1.4117 2.9736 -3.4305 0.0 0.0 0.0
H 1.6236 3.2773 -0.0892 0.0 0.0 0.0
H 2.5232 2.8380 -1.5431 0.0 0.0 0.0
H -2.5628 1.4613 -1.2846 0.0 0.0 0.0
O 1.9186 3.9802 6.5988 0.0 0.0 0.0
C 1.2371 2.8745 6.9374 0.0 0.0 0.0
O 1.0631 2.5729 8.0793 0.0 0.0 0.0
C 0.7065 2.0179 5.8155 0.0 0.0 0.0
C 1.3363 1.9316 4.5713 0.0 0.0 0.0
C 0.8398 1.0977 3.5958 0.0 0.0 0.0
C -0.3191 0.3300 3.8577 0.0 0.0 0.0
S -1.0188 -0.7428 2.7353 0.0 0.0 0.0
C -0.9487 0.4249 5.1245 0.0 0.0 0.0
C -0.4305 1.2511 6.0894 0.0 0.0 0.0
H 1.8709 4.1597 5.6522 0.0 0.0 0.0
H 2.2421 2.4888 4.3650 0.0 0.0 0.0
H 1.3491 1.0302 2.6410 0.0 0.0 0.0
H -1.8341 -0.1657 5.3195 0.0 0.0 0.0
H -0.8810 1.3210 7.0697 0.0 0.0 0.0

=====

[2]
55
Properties=species:S:1:pos:R:3:forces:R:3 method="wB97M-V/def2-TZVPD" fmax_ev_per_a=6.9 spin_multiplicity=4 homo_energy_ev="-13.8 / -13.4" total_energy_ha=-1505.9331 homo_lumo_gap_ev="6.36 / 5.45" e_above_lowest_kcal_mol=0.0 mol_weight_g_mol=414.4 total_charge=+2
P 0.0536 -1.2660 -5.3092 -0.4 -3.5 -4.0
P 0.4073 2.3374 -4.8511 -3.5 -2.0 -4.6
C -0.2061 0.1189 -6.5912 -0.3 0.4 0.9
C 0.7336 1.3085 -6.4284 0.5 0.3 0.6
H -1.2792 0.3758 -6.4957 0.7 0.1 -0.3
H -0.0790 -0.3657 -7.5800 0.2 0.0 0.7
H 1.8133 1.0109 -6.4579 -0.9 0.2 -0.1
H 0.5434 2.0196 -7.2503 0.3 -0.3 0.2
C -0.9103 3.3427 -5.6027 0.5 0.8 0.4
H -1.1895 4.1292 -4.9034 -0.3 0.2 -0.1
H -1.7969 2.7862 -5.9030 0.2 -0.1 0.1
H -0.4557 3.8025 -6.4916 -0.3 0.0 0.2
C 1.8437 3.4157 -4.8328 0.6 0.0 1.4
H 1.6865 4.1171 -5.6713 -0.1 -0.3 0.4
H 2.7750 2.8426 -4.9860 -0.4 0.3 0.2
H 1.8483 3.9517 -3.8714 0.4 0.1 -0.4
C -1.0454 -2.4428 -6.1964 0.8 0.0 -0.5
H -0.9975 -3.4437 -5.7411 -0.1 0.4 -0.3
H -0.6492 -2.4805 -7.2269 -0.5 -0.2 0.3
H -2.0688 -2.0800 -6.2145 -0.1 -0.1 0.0
C 1.7133 -1.8202 -5.8434 0.1 -0.4 0.0
H 2.3810 -0.9945 -6.0834 0.0 0.0 0.0
H 1.5282 -2.3893 -6.7598 0.3 0.0 0.1
H 2.2037 -2.4805 -5.1068 -0.2 0.4 -0.4
Tc 1.6367 1.3942 -0.3776 -0.7 0.1 1.7
C -0.6572 0.9310 -3.8042 5.7 3.0 2.6
C -1.9282 0.4628 -4.1861 -1.8 0.3 -2.3
C -2.6841 -0.6560 -3.5913 -0.8 -0.8 0.5
C -1.9802 -1.4796 -2.4346 -1.2 1.3 -0.1
C -1.2299 -2.5389 -3.0542 0.6 -1.5 -0.3
C 0.0266 -2.2829 -3.6601 1.0 2.3 2.5
C 0.8270 -1.1836 -2.8114 0.6 -0.9 0.0
C 0.7910 0.1676 -3.4940 -0.4 0.6 0.3
C 1.0815 -0.4191 0.5367 -1.1 -0.7 0.6
H -0.7512 1.6661 -2.9808 -0.2 -0.6 0.6
H -2.5238 1.0930 -4.9060 0.7 -0.6 1.0
H -3.0412 -1.3424 -4.3837 0.2 0.1 0.2
H -3.6438 -0.2440 -3.2442 0.2 0.1 0.2
H -1.3403 -0.7405 -1.9050 -0.6 -0.6 0.0
H -2.7198 -1.9182 -1.7531 0.1 0.5 -0.2
H -1.5771 -3.5747 -3.0928 -0.3 0.4 0.1
H 0.5957 -3.2115 -3.8252 -0.2 0.6 -0.6
H 1.8947 -1.4513 -2.7518 -0.3 -0.1 0.0
H 0.4655 -1.1508 -1.7765 0.2 0.1 -0.5
H 1.4415 0.8757 -2.9140 -0.7 -0.1 0.0
H 1.4060 0.1288 -4.4471 -0.5 -0.1 0.9
H 1.4867 -0.6515 1.5632 0.0 0.5 -1.2
H 1.3432 -1.2988 -0.0768 0.0 0.2 0.0
H -0.0258 -0.4087 0.7139 0.8 -0.2 -0.3
C 1.8270 1.7676 1.6771 -0.8 0.6 1.3
C -0.0734 2.1623 -0.5004 -2.2 1.0 -0.2
O -1.1653 2.6606 -0.5503 3.7 -1.8 0.1
H 2.6626 1.2710 2.2393 -0.3 0.4 -1.0
H 0.9190 1.3375 2.1787 0.7 0.7 -0.4
H 1.8177 2.8607 1.9346 0.2 -0.7 -0.5

=====

[3]
119
Properties=species:S:1:pos:R:3:forces:R:3 method="wB97M-V/def2-TZVPD" fmax_ev_per_a=3.1 homo_energy_ev=-6.7 total_energy_ha=-2416.4446 homo_lumo_gap_ev=5.82 mol_weight_g_mol=771.1
C -5.5648 -1.8924 -2.1963 0.1 0.0 -0.2
C -5.5877 -1.3181 -0.7720 0.2 -0.1 0.2
C -6.6109 -0.1912 -0.6427 0.1 -0.2 0.1
C -4.1815 -0.9131 -0.3392 0.0 -0.2 -0.3
C -3.6958 0.3765 -0.5468 0.1 0.0 -0.2
C -2.3505 0.6869 -0.3351 0.1 -0.4 0.2
C -1.7907 2.0781 -0.6312 0.1 0.6 0.8
C -2.8644 3.0905 -1.0299 -0.2 0.0 0.1
C -0.6845 2.1023 -1.6733 0.0 -0.4 -0.3
C -1.5123 -0.3228 0.2089 -1.4 -0.2 -0.3
C -0.0897 -0.0728 0.3636 -0.1 0.8 1.3
N 0.4889 0.6384 1.4136 2.1 -1.0 -1.7
C -0.1332 1.7097 2.1795 -0.7 0.7 1.0
C 0.2102 3.0506 1.9319 0.6 -0.4 -0.5
C 1.3709 3.3811 1.0125 -0.2 -0.2 -0.3
C 2.6617 3.3678 1.8253 0.2 0.0 0.3
C 1.1721 4.6776 0.2327 -0.1 0.3 -0.1
C -0.5204 4.0791 2.5274 0.0 -0.3 -0.1
C -1.6362 3.7923 3.2920 0.1 0.0 0.1
C -1.9464 2.4738 3.5983 0.2 0.0 -0.2
C -1.1787 1.4288 3.0888 0.5 -0.5 0.1
C -1.3537 0.0043 3.5736 -0.7 -0.5 -0.6
C -2.7530 -0.2913 4.1327 0.0 0.2 0.0
C -0.2827 -0.3998 4.5813 0.1 0.2 0.2
N 1.8375 0.5080 1.3436 -1.3 -0.9 -1.2
N 2.0967 -0.3054 0.2752 -2.3 1.8 1.0
C 3.4929 -0.5540 -0.0101 1.0 0.9 0.2
C 4.1089 0.2428 -0.9927 -0.4 0.1 -0.3
C 3.3454 1.3624 -1.6844 -0.2 -0.5 0.1
C 3.1647 0.9606 -3.1358 -0.2 -0.1 -0.4
C 4.0031 2.7359 -1.5736 0.2 0.0 0.2
C 5.4420 0.0136 -1.3425 0.0 0.1 0.4
C 6.2227 -0.8184 -0.5443 -0.4 0.1 -0.2
C 5.6523 -1.4201 0.5715 0.2 0.1 0.2
C 4.2999 -1.2778 0.8823 -0.3 -0.4 0.3
C 3.8422 -1.8637 2.2180 0.2 -0.4 -0.2
C 2.5246 -2.6264 2.1618 -0.1 0.1 -0.1
C 3.7828 -0.8245 3.3388 0.0 0.3 0.0
C 0.8937 -0.5735 -0.4330 1.3 -0.5 0.9
C 0.6813 -1.4317 -1.6040 -0.2 -1.3 -2.5
C -2.0218 -1.6206 0.5355 0.2 0.5 -0.1
C -1.2169 -2.6883 1.3029 0.4 0.1 0.0
C -0.6150 -3.7980 0.4305 0.3 -0.4 -0.2
C -2.0606 -3.3689 2.3922 0.0 0.2 0.1
C -3.3414 -1.8890 0.1975 -0.1 0.0 0.0
H -4.7714 -2.6420 -2.3163 -0.1 0.2 0.0
H -6.5208 -2.3696 -2.4397 0.1 0.1 0.1
H -5.3936 -1.0951 -2.9323 0.0 -0.1 0.1
H -5.8756 -2.1398 -0.1025 -0.1 0.1 0.0
H -6.5327 0.2893 0.3353 -0.1 0.0 -0.1
H -6.4621 0.5616 -1.4204 -0.1 0.0 0.1
H -7.6192 -0.5954 -0.7479 0.0 0.1 -0.1
H -4.3770 1.1314 -0.9430 0.3 -0.2 0.1
H -1.3369 2.4333 0.3124 -0.5 -0.1 -0.3
H -3.6727 3.1247 -0.2889 0.1 0.0 -0.2
H -2.4373 4.1011 -1.1101 -0.1 -0.3 0.0
H -3.2872 2.8200 -2.0076 0.0 0.2 0.2
H 0.2343 1.6079 -1.3264 -0.3 0.2 -0.3
H -1.0127 1.5602 -2.5650 0.2 0.4 0.3
H -0.4100 3.1257 -1.9752 -0.2 -0.3 0.1
H 1.4338 2.5654 0.2767 0.0 0.3 0.1
H 2.8725 2.3247 2.0971 0.2 0.5 0.1
H 3.5047 3.7763 1.2527 -0.2 -0.1 0.2
H 2.5368 3.9622 2.7441 0.1 -0.1 -0.3
H 0.1541 4.7422 -0.1812 0.3 0.0 0.1
H 1.3436 5.5534 0.8779 0.0 -0.2 -0.3
H 1.8801 4.7269 -0.6093 -0.2 0.0 0.4
H -0.2255 5.1084 2.3514 -0.1 -0.2 -0.1
H -2.2510 4.5992 3.6725 0.0 0.0 0.1
H -2.7920 2.2593 4.2435 0.2 0.0 -0.1
H -1.2350 -0.6094 2.6698 -0.1 0.0 0.5
H -3.5243 -0.1424 3.3608 0.2 0.0 0.3
H -2.8016 -1.3291 4.4905 0.0 0.4 -0.1
H -2.9707 0.3652 4.9892 0.0 -0.3 -0.2
H 0.7234 -0.2405 4.1767 -0.1 0.0 0.1
H -0.3923 0.2061 5.4941 0.1 -0.2 -0.2
H -0.3879 -1.4605 4.8510 0.0 0.3 -0.1
H 2.3673 1.4319 -1.1889 0.2 0.1 -0.4
H 2.6859 -0.0288 -3.1943 0.1 0.4 -0.2
H 2.5560 1.7023 -3.6659 0.1 -0.3 -0.1
H 4.1527 0.8792 -3.6139 -0.3 0.1 0.0
H 4.2629 2.9723 -0.5364 0.0 0.0 -0.2
H 4.9202 2.7939 -2.1698 -0.1 0.0 0.0
H 3.3060 3.4990 -1.9391 0.2 -0.1 0.0
H 5.8592 0.5546 -2.1991 -0.1 -0.2 0.5
H 7.2738 -0.9585 -0.7624 0.0 0.0 0.0
H 6.2783 -1.9903 1.2664 -0.2 0.2 -0.3
H 4.6366 -2.5732 2.4821 -0.2 0.0 0.0
H 2.5029 -3.3340 1.3266 -0.1 0.1 0.1
H 2.3748 -3.1733 3.0984 0.0 0.0 -0.2
H 1.7006 -1.9117 2.0603 0.0 -0.3 0.0
H 4.7516 -0.3392 3.4984 -0.1 -0.1 0.0
H 3.0454 -0.0513 3.0876 0.3 -0.2 0.3
H 3.4812 -1.3144 4.2714 0.1 0.1 -0.1
H 1.5978 -1.6246 -2.1667 0.3 -0.7 1.0
H 0.0346 -2.3137 -1.3019 1.4 1.1 -0.4
H -0.3681 -2.1777 1.7915 -0.3 -0.1 0.0
H 0.3029 -3.4647 -0.0756 -0.4 -0.3 0.2
H -0.3058 -4.6633 1.0466 -0.3 0.4 -0.1
H -1.3460 -4.1241 -0.3278 0.4 0.0 0.3
H -2.6246 -2.6418 2.9862 0.0 -0.2 -0.2
H -2.7606 -4.0751 1.9291 0.1 0.1 0.2
H -1.4053 -3.9283 3.0748 -0.2 0.1 -0.2
H -3.7308 -2.9053 0.3284 0.1 0.4 0.0
O -1.9215 -3.0001 -2.1670 0.8 -0.9 -1.0
N -1.2381 -3.5620 -3.0885 -0.4 -0.2 0.0
C -0.2886 -2.7344 -3.7577 -1.2 0.2 1.6
C -0.2409 -1.3389 -3.1728 -0.9 -0.2 0.2
N 0.1327 -0.4774 -4.2651 0.8 1.1 -0.7
N -0.0520 0.8553 -4.1992 1.1 0.6 -1.9
N 0.3999 1.3698 -5.3366 -1.0 -1.6 1.1
N 0.8056 0.4043 -6.1960 0.1 -1.4 1.9
C 0.6766 -0.7734 -5.5040 -0.2 0.8 1.2
C 0.9450 -2.1542 -5.7698 -0.6 -0.5 0.2
C 0.3471 -3.1158 -4.9509 0.6 0.6 -0.9
O -1.4282 -4.7690 -3.3815 0.6 1.7 0.1
H -1.2057 -1.0318 -2.7672 0.1 0.0 -0.4
H 1.5223 -2.3558 -6.6500 -0.1 -0.4 -0.3
H 0.3004 -4.1766 -5.2552 0.2 0.7 0.3

=====

[4]
9
Properties=species:S:1:pos:R:3:forces:R:3 method="wB97M-V/def2-TZVPD" fmax_ev_per_a=9.1 homo_energy_ev=-9.7 total_energy_ha=-317.3803 homo_lumo_gap_ev=10.45 e_above_lowest_kcal_mol=95.4 smiles=Nc1cnon1 mol_weight_g_mol=85.1
N 0.1236 -1.3454 -1.4196 -0.6 3.3 -8.4
C 0.0033 -0.3588 -0.5628 -0.6 1.8 3.5
C 0.0805 -0.7279 0.8575 1.4 0.4 0.6
N 0.1248 0.4086 1.4188 -0.2 1.1 3.5
O -0.0469 1.3816 0.5828 -0.3 2.1 0.5
N -0.1952 0.9588 -0.6753 0.9 -3.4 -1.4
H -0.3150 -2.0720 -1.0808 -2.2 -5.2 2.3
H -0.5338 -1.1217 -2.3045 2.4 -0.5 2.0
H 0.3495 -1.4934 1.6870 -0.7 0.4 -2.6

=====

[5]
17
Properties=species:S:1:pos:R:3:forces:R:3 method="wB97M-V/def2-TZVPD" fmax_ev_per_a=4.0 homo_energy_ev=-8.6 total_energy_ha=-359.9912 homo_lumo_gap_ev=9.51 e_above_lowest_kcal_mol=129.3 smiles="[H]/N=C1/NN[C@@H]2C[C@@]12C" mol_weight_g_mol=111.1
H 2.1112 -1.6705 -0.7236 -0.7 -2.2 -0.4
N 2.3232 -0.7682 -0.4535 2.3 2.9 0.2
C 1.3036 -0.0644 -0.2881 -2.0 -2.3 1.0
N 1.1560 1.2488 0.1066 1.1 2.9 1.2
N -0.2540 1.6874 0.2456 -0.6 0.0 -1.2
C -0.7178 0.6836 -0.7486 1.3 3.7 -1.0
C -1.3195 -0.5985 -0.9771 -0.3 -1.7 -3.0
C -0.1228 -0.5286 -0.1339 0.1 -1.2 1.1
C -0.4841 -0.7989 1.3535 -0.1 0.4 -0.4
H 1.6435 1.6398 0.9086 0.5 -0.5 -0.5
H -0.3154 2.6444 -0.1922 0.3 -1.3 0.5
H -0.1405 0.9392 -1.6945 -0.7 -0.3 1.0
H -2.2541 -0.8962 -0.6057 -0.9 -0.8 0.8
H -1.1285 -0.8963 -2.0512 -0.8 0.4 1.2
H 0.1939 -0.3711 2.0769 0.6 0.0 0.0
H -1.4371 -0.3810 1.6653 -0.4 0.1 -0.4
H -0.5577 -1.8697 1.5121 0.2 -0.2 0.0